{
  "formula": "C6H16BrFeO2",
  "method": "ωB97M-V/def2-TZVPD",
  "homo_energy_ha": [-0.48524, -0.47419],
  "s_squared": 12.022,
  "total_charge": 1,
  "multiplicity": 7,
  "elements": ["Fe", "Br", "C", "C", "C", "O", "H", "H", "H", "H", "H", "H", "H", "H", "C", "C", "C", "O", "H", "H", "H", "H", "H", "H", "H", "H"],
  "positions_angstrom": [[-4.68537, -0.97723, 0.48149], [-2.30077, -0.31136, 0.07923], [0.62601, 0.60709, -4.60837], [0.18544, 0.80264, -3.14391], [0.63845, 2.11733, -2.60830], [-1.30411, 0.80901, -3.13618], [0.09565, 1.31881, -5.24106], [0.28872, -0.30317, -5.10410], [1.67510, 0.65899, -4.89959], [0.51792, 0.04293, -2.43653], [0.47442, 2.94626, -3.29682], [1.72841, 2.10855, -2.61257], [0.25765, 2.38205, -1.62188], [-1.61739, 0.61813, -2.24904], [1.58436, -1.51666, 3.42689], [0.03531, -1.49678, 3.39801], [-0.61167, -0.16420, 3.69044], [-0.65894, -2.06456, 2.38580], [2.02037, -0.89472, 2.64510], [1.94782, -2.49352, 3.10794], [2.04986, -1.16068, 4.34596], [-0.19382, -2.13771, 4.24936], [-1.70001, -0.21297, 3.65529], [-0.27827, 0.74668, 3.19321], [-0.34597, 0.14230, 4.70215], [-0.42914, -1.56715, 1.59753]],
  "forces_ev_per_a": [[2.0, 0.5, -0.3], [-2.0, -0.5, 0.4], [-0.9, -0.4, -0.7], [-1.2, 0.2, -0.5], [1.2, 1.0, -0.4], [0.9, -0.4, -0.5], [0.1, 0.6, 0.3], [-0.1, -0.5, 0.7], [0.2, 0.3, 0.8], [0.1, -0.5, -0.3], [-0.7, -0.1, 0.0], [0.2, -0.2, 0.6], [0.0, -0.2, 0.0], [0.2, 0.1, 0.0], [-0.1, 0.3, -2.0], [1.0, 0.7, 3.5], [0.3, 1.4, 1.5], [-0.3, -1.2, -2.8], [-0.2, 0.5, -0.2], [-0.1, -0.3, 0.6], [-0.5, -0.3, 0.2], [-0.4, 0.0, 0.2], [0.0, -0.2, -0.1], [0.2, -0.3, -1.0], [-0.2, -0.3, 0.4], [0.1, -0.2, -0.5]],
  "nbo_charge": [1.056, -0.193, -0.653, 0.096, -0.632, -0.707, 0.227, 0.228, 0.233, 0.161, 0.225, 0.222, 0.203, 0.443, -0.644, 0.083, -0.648, -0.646, 0.200, 0.230, 0.240, 0.179, 0.203, 0.212, 0.233, 0.449]
}